{"formula": "C22H35NO2P2PdS2", "method": "wB97M-V/def2-TZVPD", "elements": ["P", "P", "C", "C", "H", "H", "H", "H", "C", "H", "H", "H", "C", "H", "H", "H", "C", "H", "H", "H", "C", "H", "H", "H", "Pd", "C", "C", "C", "C", "C", "C", "C", "C", "C", "H", "H", "H", "H", "H", "H", "H", "H", "H", "H", "H", "H", "H", "H", "H", "O", "S", "O", "N", "C", "S", "C", "C", "C", "C", "C", "C", "H", "H", "H", "H"], "coordinates": [[0.14, -4.16, -0.78], [0.44, 4.32, -1.78], [-0.21, -2.59, -1.67], [0.16, 2.48, -2.40], [-1.22, -2.26, -1.37], [-0.18, -2.67, -2.77], [1.12, 2.01, -2.19], [-0.60, 2.08, -1.71], [-1.30, 4.85, -2.11], [-1.35, 5.95, -2.06], [-1.91, 4.42, -1.30], [-1.69, 4.48, -3.08], [1.27, 4.95, -3.28], [0.61, 4.98, -4.15], [2.15, 4.32, -3.50], [1.63, 5.96, -3.05], [-0.94, -5.34, -1.61], [-0.90, -6.29, -1.07], [-0.58, -5.47, -2.64], [-1.96, -4.94, -1.63], [1.87, -4.55, -1.01], [2.50, -3.86, -0.44], [2.13, -4.47, -2.07], [2.03, -5.58, -0.67], [-0.77, -0.15, -3.69], [-0.24, 2.10, -3.90], [-1.59, 1.44, -4.21], [-1.94, 1.38, -5.69], [-1.22, 0.22, -6.43], [-0.62, -0.81, -5.49], [0.68, -0.65, -4.87], [1.54, 0.53, -5.25], [0.94, 1.91, -4.92], [-0.31, -3.98, 0.94], [-0.57, 3.10, -4.25], [-2.38, 1.84, -3.56], [-1.78, 2.35, -6.18], [-3.02, 1.21, -5.76], [-2.01, -0.30, -6.98], [-0.48, 0.61, -7.14], [-0.97, -1.84, -5.63], [1.21, -1.55, -4.55], [1.77, 0.46, -6.34], [2.54, 0.47, -4.76], [1.76, 2.54, -4.55], [0.63, 2.37, -5.88], [0.57, -3.62, 1.50], [-0.61, -4.97, 1.31], [-1.14, -3.27, 1.08], [-2.81, -1.30, 1.97], [-2.24, -0.15, 1.30], [-3.09, 0.97, 1.00], [-1.37, -0.65, -0.04], [-0.07, -0.52, 0.08], [0.93, -1.24, -1.17], [0.37, 0.14, 1.31], [1.64, 0.45, 1.81], [1.76, 0.93, 3.11], [0.63, 1.10, 3.93], [-0.65, 0.81, 3.43], [-0.76, 0.36, 2.12], [2.50, 0.29, 1.15], [2.74, 1.18, 3.51], [0.74, 1.45, 4.96], [-1.55, 0.91, 4.03]], "mulliken_spin": [0.0139, 0.0005, 0.0429, 0.0783, -0.0042, -0.0120, 0.0054, -0.0467, 0.0034, 0.0001, 0.0000, -0.0037, 0.0044, -0.0011, 0.0004, -0.0001, 0.0014, 0.0007, 0.0001, 0.0006, -0.0006, 0.0002, -0.0002, -0.0013, 0.4820, -0.4158, 0.6370, 0.1284, 0.0238, -0.1035, 0.2088, 0.0104, 0.0061, 0.0022, 0.0447, -0.0549, -0.0095, 0.0077, -0.0053, -0.0006, -0.0260, 0.0038, 0.0086, -0.0017, -0.0013, 0.0027, -0.0028, 0.0008, 0.0017, 0.0259, 0.0325, 0.0170, 0.2559, 0.4076, 0.0516, -0.0752, 0.1033, -0.0614, 0.1397, -0.0604, 0.1163, 0.0112, -0.0042, 0.0131, -0.0022], "gap_ev": [4.8, 7.3], "multiplicity": 3, "e_above_lowest_ev": 0.000, "homo_ev": [-5.026, -7.557]}

=====

{"formula": "C4H14N2O", "method": "wB97M-V/def2-TZVPD", "elements": ["C", "N", "C", "C", "N", "C", "H", "H", "H", "H", "H", "H", "H", "H", "H", "H", "H", "H", "H", "H", "O"], "coordinates": [[2.58, 0.69, -0.52], [1.24, 1.29, -0.39], [0.17, 0.26, -0.54], [-0.43, -0.01, 0.86], [-1.72, 0.68, 1.06], [-2.54, 0.10, 2.13], [2.83, 0.14, 0.39], [3.31, 1.49, -0.66], [2.57, -0.06, -1.33], [1.05, 2.09, -0.98], [-0.67, 0.52, -1.19], [0.65, -0.60, -0.98], [-0.48, -1.11, 1.02], [0.20, 0.27, 1.72], [-1.49, 1.66, 1.11], [-3.24, 0.88, 2.40], [-2.93, -0.83, 1.65], [-1.92, -0.25, 2.98], [-0.48, -2.42, -3.09], [0.93, -2.78, -2.80], [0.35, -2.01, -2.84]], "nbo_charge": [-0.4089, -0.6498, -0.2503, -0.2319, -0.6436, -0.4092, 0.1846, 0.2009, 0.1682, 0.3610, 0.2078, 0.2011, 0.1772, 0.1763, 0.3549, 0.2041, 0.1914, 0.1619, 0.4689, 0.4668, -0.9315], "gap_ev": 9.0, "smiles": "CNCCNC.O", "multiplicity": 1, "e_above_lowest_ev": 2.230, "homo_ev": -8.226}

=====

{"formula": "C67H75N15", "method": "wB97M-V/def2-TZVPD", "elements": ["N", "C", "C", "C", "C", "H", "H", "H", "H", "H", "N", "C", "C", "C", "C", "H", "H", "H", "H", "H", "N", "C", "C", "C", "C", "H", "H", "H", "H", "H", "N", "C", "C", "C", "C", "H", "H", "H", "H", "H", "N", "C", "C", "C", "C", "H", "H", "H", "H", "H", "N", "C", "C", "C", "C", "H", "H", "H", "H", "H", "N", "C", "C", "C", "C", "H", "H", "H", "H", "H", "N", "C", "C", "C", "C", "H", "H", "H", "H", "H", "N", "C", "C", "C", "C", "C", "H", "H", "H", "H", "H", "N", "C", "C", "C", "C", "C", "H", "H", "H", "H", "H", "N", "C", "C", "C", "C", "C", "H", "H", "H", "H", "H", "N", "C", "C", "C", "C", "C", "H", "H", "H", "H", "H", "N", "C", "C", "C", "C", "C", "H", "H", "H", "H", "H", "N", "C", "C", "C", "C", "C", "H", "H", "H", "H", "H", "N", "C", "C", "C", "C", "C", "H", "H", "H", "H", "H"], "coordinates": [[5.51, -5.12, 4.69], [5.21, -5.72, 3.50], [4.11, -5.08, 2.93], [3.69, -4.08, 3.79], [4.56, -4.18, 4.87], [6.12, -5.57, 5.36], [5.76, -6.60, 3.19], [3.69, -5.37, 1.97], [2.89, -3.38, 3.61], [4.44, -3.63, 5.79], [-0.41, -5.89, -0.60], [-0.14, -7.14, -0.20], [-1.36, -7.82, -0.10], [-2.30, -6.94, -0.62], [-1.76, -5.70, -0.81], [0.20, -5.09, -0.64], [0.84, -7.41, 0.16], [-1.70, -8.81, 0.16], [-3.34, -7.18, -0.79], [-2.24, -4.80, -1.15], [-7.55, 3.91, 2.13], [-7.77, 4.28, 0.78], [-6.99, 3.43, -0.03], [-6.30, 2.51, 0.84], [-6.68, 2.89, 2.13], [-8.15, 4.33, 2.83], [-8.35, 5.13, 0.49], [-6.97, 3.44, -1.11], [-5.60, 1.77, 0.48], [-6.43, 2.48, 3.10], [-3.49, 6.33, 1.89], [-2.18, 6.30, 1.47], [-1.60, 7.57, 1.68], [-2.63, 8.35, 2.32], [-3.77, 7.58, 2.37], [-4.10, 5.52, 1.91], [-1.71, 5.47, 0.95], [-0.56, 7.73, 1.45], [-2.49, 9.37, 2.63], [-4.80, 7.76, 2.64], [-3.48, -4.48, 5.20], [-2.93, -4.29, 3.93], [-3.28, -3.05, 3.48], [-4.25, -2.53, 4.39], [-4.29, -3.45, 5.47], [-3.37, -5.25, 5.84], [-2.38, -5.11, 3.50], [-3.08, -2.52, 2.56], [-4.94, -1.71, 4.22], [-4.88, -3.39, 6.38], [-1.78, 3.28, -6.70], [-2.62, 2.67, -5.80], [-2.49, 3.34, -4.58], [-1.45, 4.29, -4.72], [-1.09, 4.27, -6.03], [-1.70, 3.06, -7.68], [-3.40, 1.97, -6.07], [-3.09, 3.20, -3.69], [-1.08, 4.94, -3.94], [-0.34, 4.82, -6.57], [4.00, 5.04, -0.04], [4.71, 5.91, 0.81], [4.53, 7.15, 0.37], [3.67, 7.10, -0.79], [3.43, 5.79, -1.07], [4.06, 4.04, -0.12], [5.22, 5.56, 1.70], [4.87, 8.07, 0.84], [3.36, 7.92, -1.42], [2.84, 5.34, -1.85], [6.16, -0.33, 1.31], [6.66, 0.17, 0.12], [7.26, 1.39, 0.50], [7.16, 1.60, 1.84], [6.58, 0.45, 2.39], [5.58, -1.15, 1.36], [6.46, -0.36, -0.79], [7.61, 2.09, -0.24], [7.43, 2.55, 2.27], [6.35, 0.30, 3.44], [-0.97, 0.46, -0.44], [0.00, 0.67, 0.45], [1.20, 0.01, 0.33], [1.50, -0.71, -0.82], [0.53, -0.83, -1.86], [-0.72, -0.20, -1.63], [-0.33, 1.14, 1.36], [2.00, 0.15, 1.04], [2.43, -1.23, -0.93], [0.80, -1.41, -2.72], [-1.56, -0.34, -2.30], [-0.34, -4.36, -8.30], [-0.38, -3.15, -7.67], [-1.38, -2.76, -6.77], [-2.46, -3.65, -6.50], [-2.42, -4.91, -7.13], [-1.36, -5.23, -8.03], [0.16, -2.31, -8.08], [-1.35, -1.81, -6.25], [-3.29, -3.38, -5.87], [-3.28, -5.52, -6.92], [-1.42, -6.12, -8.64], [-7.74, -5.18, -0.94], [-6.90, -4.14, -0.59], [-6.86, -2.90, -1.20], [-7.75, -2.69, -2.24], [-8.64, -3.68, -2.61], [-8.60, -4.92, -1.91], [-6.31, -4.22, 0.31], [-6.08, -2.18, -1.00], [-7.84, -1.69, -2.64], [-9.37, -3.47, -3.38], [-9.42, -5.62, -2.05], [-4.34, 4.58, 7.10], [-3.30, 4.38, 6.21], [-2.73, 3.13, 5.97], [-3.25, 1.98, 6.59], [-4.24, 2.13, 7.57], [-4.68, 3.44, 7.81], [-2.87, 5.26, 5.77], [-1.98, 3.10, 5.20], [-2.85, 1.00, 6.39], [-4.57, 1.38, 8.27], [-5.38, 3.62, 8.61], [3.23, 2.14, 5.84], [2.79, 3.26, 5.23], [2.54, 4.43, 5.97], [2.77, 4.42, 7.35], [3.16, 3.24, 8.04], [3.46, 2.14, 7.20], [2.55, 3.25, 4.17], [2.21, 5.32, 5.47], [2.55, 5.32, 7.91], [3.27, 3.13, 9.11], [3.80, 1.18, 7.56], [7.03, 1.22, -6.48], [6.80, 2.35, -5.72], [5.83, 2.52, -4.73], [4.98, 1.49, -4.56], [5.06, 0.28, -5.27], [6.08, 0.24, -6.25], [7.61, 3.05, -5.89], [5.79, 3.41, -4.12], [4.37, 1.59, -3.67], [4.49, -0.62, -5.09], [6.19, -0.66, -6.84], [4.02, -5.01, -3.36], [3.50, -5.54, -4.45], [4.17, -5.99, -5.56], [5.57, -5.73, -5.54], [6.15, -5.13, -4.47], [5.36, -4.88, -3.35], [2.42, -5.58, -4.36], [3.68, -6.39, -6.43], [6.22, -6.19, -6.28], [7.21, -4.92, -4.46], [5.82, -4.52, -2.44]], "lowdin_charge": [0.0143, -0.1433, -0.1307, -0.1099, -0.1666, 0.1531, 0.1017, 0.0862, 0.0934, 0.1031, -0.0099, -0.1400, -0.1029, -0.1508, -0.1339, 0.1474, 0.1032, 0.0905, 0.0925, 0.1037, 0.0003, -0.1268, -0.1100, -0.0943, -0.1815, 0.1486, 0.0945, 0.0831, 0.0840, 0.1046, 0.0024, -0.1394, -0.0971, -0.1212, -0.1547, 0.1403, 0.0960, 0.0820, 0.0853, 0.1041, -0.0009, -0.1361, -0.1235, -0.1004, -0.1627, 0.1506, 0.1031, 0.0895, 0.0806, 0.1007, 0.0024, -0.1413, -0.1158, -0.1167, -0.1563, 0.1461, 0.0971, 0.0877, 0.0935, 0.1044, 0.0075, -0.1434, -0.1233, -0.1153, -0.1491, 0.1326, 0.1045, 0.0930, 0.0888, 0.1044, -0.0099, -0.1126, -0.1598, -0.1383, -0.1006, 0.1382, 0.0987, 0.0893, 0.0952, 0.0992, 0.0407, -0.1717, -0.0945, -0.0817, -0.0577, -0.1108, 0.1024, 0.0982, 0.0955, 0.0892, 0.0897, 0.0440, -0.1589, -0.0782, -0.0717, -0.0744, -0.1253, 0.0947, 0.0889, 0.0965, 0.0914, 0.0929, 0.0554, -0.1313, -0.0880, -0.0986, -0.0646, -0.1619, 0.0965, 0.1007, 0.1013, 0.0934, 0.0970, 0.0513, -0.1467, -0.0828, -0.0740, -0.0780, -0.1455, 0.0955, 0.0937, 0.0989, 0.0957, 0.0896, 0.0325, -0.1472, -0.0804, -0.0762, -0.0556, -0.1370, 0.0939, 0.0950, 0.0949, 0.0917, 0.0896, 0.0547, -0.1371, -0.0882, -0.1161, -0.0576, -0.1378, 0.0936, 0.1042, 0.0996, 0.0943, 0.0895, 0.0481, -0.1978, -0.0462, -0.0813, -0.0940, -0.1336, 0.1007, 0.1020, 0.1038, 0.1024, 0.0968], "gap_ev": 8.0, "multiplicity": 1, "homo_ev": -7.993}